# 1
{"formula": "CH17O11Sn", "method": "ωB97M-V/def2-TZVPD", "e_tot_ha": -1090.0532, "gap_ev": 8.21, "charge": 1, "fmax_ev_per_a": 5.2, "e_homo_ev": -11.2, "elements": ["Sn", "C", "O", "O", "O", "H", "O", "H", "H", "O", "H", "H", "O", "H", "H", "O", "H", "H", "O", "H", "H", "O", "H", "H", "O", "H", "H", "O", "H", "H"], "xyz": [[-0.14250, 0.11483, -0.13637], [2.15750, -1.43117, 1.15563], [1.22050, -2.00117, 0.58963], [3.37050, -1.87017, 1.32463], [1.89850, -0.27017, 1.41463], [3.67450, -2.67917, 0.95363], [1.65350, -0.54217, -1.93837], [1.80750, -1.33117, -2.46837], [1.87550, 0.15783, -2.57537], [-2.78950, 0.03883, -0.02037], [-3.10550, 0.67483, 0.60063], [-3.25550, -0.75917, 0.19363], [-0.89850, 0.95983, -2.61437], [-0.44850, 1.81483, -2.62637], [-0.59750, 0.58383, -3.48437], [1.70550, 1.85383, -0.34037], [1.60250, 2.54683, 0.32263], [2.58950, 1.53183, -0.36237], [-1.20350, 2.55383, -0.12837], [-1.54650, 3.10883, 0.53963], [-1.50450, 2.82883, -0.99337], [-1.08350, -1.96817, -1.38737], [-0.76350, -2.29717, -2.23837], [-1.55550, -2.64917, -0.92737], [-0.43450, 1.27283, 2.32063], [-0.49850, 2.07583, 2.75663], [-0.13250, 0.66883, 3.02363], [-1.27550, -1.49217, 2.03263], [-1.44850, -1.15317, 2.96263], [-0.87150, -2.34217, 2.05063]], "forces_ev_per_a": [[1.18, -1.44, 1.35], [-1.99, 0.56, -1.91], [-1.24, -4.25, -1.72], [1.82, 0.76, 1.40], [1.11, 4.53, 2.27], [-0.58, -1.21, -0.61], [0.30, 0.46, -0.89], [0.03, -0.45, 0.38], [-0.05, 0.02, 0.42], [0.36, 0.04, -0.87], [-0.33, 0.81, 0.71], [-0.32, -0.76, 0.17], [0.68, -0.08, -1.52], [0.00, 0.11, 0.05], [-0.67, 0.26, 1.15], [-1.55, 0.84, -0.76], [0.39, -0.21, 0.00], [1.20, -0.39, 0.55], [0.92, -1.07, -0.85], [-0.75, 1.17, 0.85], [-0.47, 0.38, -0.02], [0.33, 0.83, -0.68], [-0.25, -0.23, 0.42], [-0.20, -0.80, 0.15], [0.08, -2.56, -0.47], [-0.21, 2.69, 1.22], [0.22, 0.09, -0.70], [-1.19, 2.08, 1.25], [0.39, -1.15, -1.77], [0.81, -1.00, 0.41]]}


# 2
{"formula": "C3H6NO2", "method": "ωB97M-V/def2-TZVPD", "e_tot_ha": -322.8499, "gap_ev": 10.97, "charge": 1, "smiles": "O[C@@H]1[NH2+]C=CO1", "fmax_ev_per_a": 2.4, "e_homo_ev": -14.5, "elements": ["O", "C", "N", "C", "C", "O", "H", "H", "H", "H", "H", "H"], "xyz": [[-1.84978, -0.04200, -0.49455], [-0.88688, -0.12207, 0.43957], [0.08345, 0.98643, 0.15202], [1.30675, 0.30599, -0.31779], [1.13324, -1.00653, -0.22340], [-0.05149, -1.38899, 0.26298], [-2.39997, -0.83821, -0.53791], [-1.23029, -0.12671, 1.48383], [0.27609, 1.58498, 0.96628], [-0.33825, 1.57103, -0.59103], [2.14459, 0.87667, -0.66021], [1.81254, -1.80060, -0.47978]], "forces_ev_per_a": [[0.12, 0.25, -0.26], [0.78, -2.30, 0.27], [-0.04, 0.29, -0.21], [0.40, -0.37, -0.17], [-0.05, 0.54, -0.03], [-1.61, 1.67, 0.52], [0.03, 0.03, 0.15], [0.19, 0.06, -0.30], [-0.18, -0.19, -0.12], [0.11, -0.14, 0.26], [0.08, 0.18, -0.06], [0.16, -0.01, -0.05]]}


# 3
{"formula": "C6H14N2O2", "method": "ωB97M-V/def2-TZVPD", "e_tot_ha": -496.9338, "gap_ev": 9.80, "smiles": "CNC(C)=O.CNC(C)=O", "fmax_ev_per_a": 5.3, "e_homo_ev": -9.3, "elements": ["C", "N", "C", "C", "O", "H", "H", "H", "H", "H", "H", "H", "C", "N", "C", "C", "O", "H", "H", "H", "H", "H", "H", "H"], "xyz": [[-0.45257, 1.72675, -1.92499], [-1.13335, 0.51340, -1.45676], [-1.34516, -0.67281, -2.25295], [-1.66317, -1.94111, -1.66000], [-1.29874, -0.56361, -3.47610], [-0.40975, 2.57954, -1.23124], [0.58779, 1.53755, -2.40986], [-0.90487, 2.13718, -2.81703], [-1.43081, 0.44052, -0.55083], [-1.09415, -2.35125, -0.80294], [-2.72747, -2.12194, -1.37412], [-1.89693, -2.65798, -2.51721], [0.87316, -1.45721, 2.75940], [0.88218, -0.60563, 1.64966], [1.22055, 0.76699, 1.89384], [1.41683, 1.76464, 0.86175], [1.53247, 0.93340, 3.09592], [0.80702, -2.49232, 2.40950], [1.68475, -1.14287, 3.49988], [0.20297, -1.28767, 3.58659], [0.64097, -1.20420, 0.86826], [2.52158, 1.85106, 0.61916], [0.71517, 1.54352, 0.03773], [1.27152, 2.70404, 1.19232]], "forces_ev_per_a": [[1.15, -0.27, -2.07], [0.89, -1.60, -2.83], [0.57, 4.44, -1.70], [-2.59, -3.70, 0.46], [0.33, -0.10, 1.03], [-0.10, -0.87, 0.14], [-1.30, -0.09, 1.53], [-0.89, -0.02, -0.17], [-0.53, 0.03, 2.66], [0.06, 0.31, -0.84], [0.32, 1.42, 0.69], [1.83, 0.54, 0.80], [1.68, -0.35, 3.16], [-0.58, 1.83, -0.85], [1.18, -3.54, 3.80], [1.00, -2.26, -2.54], [-0.89, 0.94, -2.15], [0.41, 0.16, 0.51], [0.44, -1.24, -1.61], [-1.92, 0.21, -0.46], [0.17, 1.67, -0.87], [-1.24, -0.82, -0.34], [1.15, 0.22, 0.10], [-1.14, 3.11, 1.56]]}


# 4
{"formula": "C2H7NS2", "method": "ωB97M-V/def2-TZVPD", "e_tot_ha": -931.4749, "gap_ev": 9.23, "smiles": "CCNSS", "fmax_ev_per_a": 3.5, "e_homo_ev": -8.8, "elements": ["C", "C", "N", "S", "S", "H", "H", "H", "H", "H", "H", "H"], "xyz": [[0.04007, -1.52847, 0.74690], [0.63173, -0.68896, -0.41540], [0.64912, 0.73867, -0.18126], [-0.99652, 1.48832, 0.45969], [-1.39339, 2.36137, -1.39533], [-0.78260, -2.09626, 0.34127], [0.68128, -2.29229, 1.24393], [-0.21091, -0.73674, 1.49721], [1.63600, -0.89358, -0.67450], [0.06625, -0.95312, -1.36360], [1.11643, 0.96434, 0.72764], [-1.43745, 3.63672, -0.98656]], "forces_ev_per_a": [[0.93, 0.43, 0.38], [-1.57, -0.79, -0.50], [-1.58, 1.97, 2.40], [1.56, -0.82, -2.31], [-0.52, -0.04, 0.57], [-0.71, 0.16, 0.43], [0.05, 0.76, -0.51], [-0.42, -1.30, -0.29], [1.30, -0.55, 0.00], [0.44, 0.78, 1.02], [0.35, -0.66, -1.21], [0.18, 0.05, 0.01]]}


# 5
{"formula": "C6H9Br2ClIO4P", "method": "ωB97M-V/def2-TZVPD", "e_tot_ha": -6782.3199, "gap_ev": 7.64, "fmax_ev_per_a": 0.3, "e_homo_ev": -9.2, "elements": ["C", "C", "C", "Cl", "O", "P", "O", "O", "I", "O", "C", "Br", "C", "C", "Br", "H", "H", "H", "H", "H", "H", "H", "H", "H"], "xyz": [[-0.02645, 2.43992, 0.61720], [-1.20332, 2.34331, -0.35934], [-1.60203, 0.92953, -0.80147], [-1.64596, 0.78504, -2.58201], [-0.68700, -0.05695, -0.33173], [-1.18413, -1.22013, 0.62203], [-2.56775, -1.65215, 0.50616], [-0.75805, -0.64118, 2.05050], [-1.28956, -1.67161, 3.66955], [-0.06618, -2.33558, 0.36512], [0.66420, -2.43733, -0.80015], [-0.29586, -3.17683, -2.22604], [1.93490, -2.04811, -0.81830], [2.63889, -1.43966, 0.35694], [2.98817, -2.25734, -2.36123], [-0.15993, 3.30025, 1.27169], [0.91424, 2.57801, 0.08608], [0.06267, 1.55899, 1.24978], [-2.09111, 2.79720, 0.08246], [-0.97767, 2.91471, -1.25716], [-2.60416, 0.65824, -0.47799], [3.28938, -2.17575, 0.83257], [3.25378, -0.60182, 0.03330], [1.92162, -1.08531, 1.09465]], "forces_ev_per_a": [[-0.03, 0.02, 0.02], [0.04, 0.07, -0.03], [-0.02, -0.15, -0.06], [0.01, 0.01, -0.01], [-0.08, 0.01, 0.10], [0.23, 0.13, -0.05], [-0.05, 0.02, 0.00], [-0.09, -0.24, -0.02], [0.03, 0.07, -0.06], [0.08, 0.06, 0.04], [0.10, 0.09, 0.03], [0.00, -0.02, -0.06], [-0.13, -0.01, 0.12], [-0.12, -0.03, 0.00], [-0.01, -0.04, -0.04], [0.01, 0.05, -0.04], [0.03, -0.13, 0.00], [-0.02, 0.06, 0.01], [-0.02, -0.03, 0.00], [-0.03, 0.07, 0.03], [0.03, 0.01, 0.04], [0.04, 0.01, -0.03], [0.00, 0.00, -0.02], [0.00, -0.01, 0.02]]}


# 6
{"formula": "C32H29NO4STc", "method": "ωB97M-V/def2-TZVPD", "e_tot_ha": -2070.9746, "gap_ev": [5.85, 4.53], "multiplicity": 4, "charge": 2, "fmax_ev_per_a": 0.7, "e_homo_ev": [-12.9, -12.8], "elements": ["Tc", "C", "C", "C", "C", "C", "C", "C", "H", "H", "H", "H", "H", "H", "H", "H", "C", "C", "C", "C", "C", "C", "C", "C", "S", "C", "N", "C", "C", "C", "C", "C", "C", "C", "C", "H", "H", "H", "H", "H", "H", "H", "H", "H", "H", "H", "H", "H", "H", "H", "H", "O", "C", "O", "C", "C", "C", "C", "O", "C", "O", "C", "C", "H", "H", "H", "H", "H"], "xyz": [[-0.86652, 1.07207, 1.38032], [1.92410, 3.54306, 0.44815], [1.04797, 2.94137, 1.50227], [1.46856, 1.86143, 2.29877], [0.67564, 1.39437, 3.35698], [-0.56411, 1.99036, 3.63708], [-1.01913, 3.04028, 2.82109], [-0.23273, 3.48126, 1.74794], [2.97411, 3.36184, 0.66946], [1.75489, 4.61747, 0.38780], [1.70762, 3.11681, -0.53330], [2.43596, 1.40842, 2.11793], [1.02769, 0.57979, 3.97646], [-1.14923, 1.66584, 4.48700], [-1.96721, 3.52005, 3.02239], [-0.57868, 4.30867, 1.14044], [3.90922, -0.41459, -3.53386], [3.47164, 0.83073, -2.74928], [4.06449, 2.08751, -3.40212], [4.01027, 0.71144, -1.32259], [1.94759, 0.93149, -2.77571], [1.27852, 0.98367, -4.01934], [-0.09038, 1.03068, -4.12129], [-0.82795, 1.04207, -2.93666], [-2.55585, 1.05594, -2.74350], [-2.38379, 1.05765, -1.06891], [-1.12478, 1.03107, -0.64057], [-0.19234, 1.01468, -1.70279], [1.19727, 0.96023, -1.61781], [-3.41188, 1.10717, -0.04327], [-4.78139, 1.09509, -0.25491], [-5.63545, 1.13561, 0.83937], [-5.12547, 1.18361, 2.12978], [-3.74982, 1.20087, 2.35202], [-2.90079, 1.16204, 1.25731], [4.99845, -0.47252, -3.55206], [3.56379, -0.39157, -4.56764], [3.52780, -1.32571, -3.06815], [5.15283, 2.06511, -3.32888], [3.70984, 2.99607, -2.90877], [3.80590, 2.15596, -4.45974], [5.08968, 0.56384, -1.35721], [3.57906, -0.14277, -0.79382], [3.82776, 1.62215, -0.74342], [1.85942, 0.96872, -4.93206], [-0.57706, 1.05289, -5.08714], [1.67113, 0.87099, -0.65492], [-5.18264, 1.04773, -1.26055], [-6.70571, 1.12683, 0.68526], [-5.80055, 1.20600, 2.97512], [-3.37608, 1.22228, 3.36810], [0.81186, -0.96998, 0.58217], [-0.11608, -1.55131, 1.11571], [-1.00143, -0.76296, 1.80438], [-0.36836, -2.97253, 1.17495], [0.54169, -3.81634, 0.54322], [0.36373, -5.19735, 0.55131], [-0.74665, -5.67020, 1.20947], [-1.12536, -6.95106, 1.34727], [-2.34165, -6.94465, 2.12149], [-2.64946, -5.57061, 2.40616], [-1.65723, -4.83257, 1.84226], [-1.50825, -3.48163, 1.84721], [1.39675, -3.38200, 0.04393], [1.05913, -5.86885, 0.06890], [-2.17687, -7.48318, 3.05124], [-3.14162, -7.38487, 1.53193], [-2.22190, -2.83594, 2.33761]], "forces_ev_per_a": [[0.34, -0.05, 0.17], [-0.02, 0.02, 0.00], [0.03, 0.00, -0.01], [0.10, 0.05, 0.03], [-0.03, 0.04, -0.06], [0.00, 0.06, -0.01], [0.04, 0.08, 0.06], [-0.09, 0.08, -0.03], [-0.01, -0.01, 0.00], [0.01, 0.00, 0.02], [0.00, 0.05, 0.02], [-0.04, -0.04, -0.03], [-0.01, -0.06, -0.07], [-0.01, -0.07, -0.04], [-0.03, -0.04, -0.02], [-0.04, -0.03, -0.02], [0.00, -0.03, 0.00], [-0.05, -0.01, 0.01], [0.00, 0.03, -0.02], [0.02, 0.01, 0.01], [0.06, 0.02, -0.13], [0.09, -0.01, 0.01], [-0.08, 0.01, 0.04], [-0.03, -0.03, -0.12], [-0.07, 0.05, -0.21], [-0.01, 0.03, 0.21], [0.33, -0.04, -0.27], [-0.28, -0.01, 0.22], [-0.07, -0.12, 0.06], [0.00, 0.01, -0.12], [-0.11, -0.02, -0.06], [0.00, 0.00, -0.06], [0.05, -0.01, 0.07], [-0.15, -0.05, -0.14], [0.26, 0.26, 0.29], [-0.02, 0.00, 0.00], [0.02, 0.00, 0.02], [0.00, 0.02, -0.01], [-0.02, -0.01, -0.02], [0.02, -0.02, 0.00], [0.00, 0.00, 0.02], [-0.01, 0.02, 0.00], [0.02, 0.01, -0.01], [-0.01, -0.04, -0.02], [-0.01, 0.01, 0.02], [0.00, 0.00, 0.02], [0.00, -0.04, 0.05], [-0.01, 0.00, 0.02], [0.01, 0.00, 0.00], [0.00, 0.00, -0.01], [-0.01, 0.00, -0.01], [0.22, 0.32, -0.29], [-0.01, 0.16, 0.71], [-0.36, -0.50, -0.18], [-0.20, -0.03, -0.01], [0.02, -0.20, -0.04], [0.16, 0.17, -0.08], [0.11, -0.33, -0.09], [-0.13, 0.10, 0.10], [0.07, 0.14, -0.04], [0.13, -0.12, -0.10], [-0.28, 0.03, 0.18], [0.09, 0.20, -0.05], [0.00, -0.01, 0.00], [-0.01, 0.01, 0.01], [0.02, -0.02, 0.04], [-0.03, -0.01, -0.04], [0.02, 0.01, -0.01]]}